Entry from the Open Molecules 2025 dataset: a cluster of 18 separate species, C51H145F3N10O26S in total (ωB97M-V/def2-TZVPD).

```
236
Properties=species:S:1:pos:R:3:forces:R:3
N 3.85208 -2.21214 -4.57398 0.956 -0.011 -1.474
H 4.47054 -1.51730 -4.96743 0.713 0.248 0.386
H 4.02684 -3.08160 -5.05730 0.116 -0.494 0.330
H 2.96393 -1.83773 -4.87577 -1.767 0.659 0.230
H 3.92120 -2.24389 -3.56684 0.123 -0.097 1.649
C 0.31735 0.73846 0.66752 1.066 -0.788 -0.629
F -0.45430 0.11030 1.54253 -0.176 -0.441 -0.748
F -0.19213 0.81696 -0.56072 -0.722 -0.525 0.018
F 0.45211 1.95622 1.10315 0.688 1.240 0.407
S 1.99846 -0.16500 0.50976 0.754 -1.570 -0.125
O 1.74967 -1.61926 0.37964 -0.541 1.908 -0.128
O 2.73710 0.36980 -0.66379 -1.577 0.004 1.520
O 2.59424 0.15070 1.80548 -0.281 0.241 -0.615
C 8.37765 -0.53530 5.04775 0.252 0.937 0.552
C 7.37331 -1.61915 5.31820 0.143 -1.036 -1.000
O 6.02375 -1.24037 5.22639 0.172 0.052 0.803
O 8.39167 0.00910 3.74280 0.334 -1.667 -0.467
H 9.34977 -0.97883 5.26303 0.253 0.141 -0.189
H 8.25819 0.34278 5.68242 -0.136 -0.233 0.761
H 7.58596 -2.24940 6.18172 -0.288 0.957 0.950
H 7.59888 -2.41373 4.60695 -0.122 -0.030 -0.979
H 5.86549 -0.94159 4.32790 -0.359 -0.090 -0.442
H 7.72293 0.68960 3.63644 0.135 0.400 0.172
C 5.73993 1.67014 -1.34088 -0.726 0.535 0.856
C 5.50752 0.95828 -2.64954 -0.431 -0.507 -0.129
O 4.62971 -0.13515 -2.47498 0.061 -0.633 -0.133
O 4.62503 2.49625 -0.89395 1.042 -0.160 -0.795
H 6.64378 2.27887 -1.36544 -0.193 0.128 0.067
H 5.79474 0.94185 -0.53175 0.797 -0.394 -0.238
H 6.42390 0.49404 -3.01403 0.289 0.523 -0.162
H 4.99669 1.55877 -3.40226 0.696 0.791 -0.134
H 4.04267 0.11819 -1.75887 -0.659 -0.612 0.130
H 3.87198 1.90282 -0.84546 -0.430 -0.174 0.319
C -4.65939 -0.65321 5.46797 -0.589 -1.423 0.832
C -5.94821 -1.28920 6.11080 1.108 0.652 -1.689
O -5.98225 -1.03971 7.49079 -0.417 -0.131 0.041
O -4.59329 -0.96204 4.07527 -0.166 0.519 0.505
H -3.76066 -1.07092 5.92175 -0.053 -0.177 0.189
H -4.64276 0.40195 5.74080 -0.114 0.267 -0.471
H -6.06672 -2.34774 5.87938 0.584 -0.289 0.016
H -6.80831 -0.83863 5.61552 -0.173 0.405 -0.129
H -6.89632 -1.28263 7.65531 -0.023 0.140 0.994
H -4.81536 -0.14979 3.61427 -0.097 0.150 -0.398
C 5.75023 2.18909 3.68901 -0.519 -1.110 -0.529
C 4.76950 2.41589 2.51560 -0.825 -0.444 0.570
O 3.38948 2.44806 2.98055 1.318 0.775 -0.048
O 7.10185 2.17109 3.19017 -0.999 1.294 0.075
H 5.59701 1.18965 4.09613 -0.369 0.097 0.053
H 5.69576 2.88380 4.52716 -0.420 0.241 -0.195
H 4.81678 1.57481 1.82392 0.521 -0.122 0.114
H 5.01986 3.27881 1.89851 -0.031 0.428 0.316
H 2.94644 1.78827 2.44204 -0.281 -0.199 0.019
H 7.26713 3.11372 3.26581 1.134 -0.004 -0.434
C 6.26241 -2.57414 1.51888 -1.422 0.813 -0.331
C 5.85849 -1.06777 1.56157 1.281 -1.489 1.243
O 4.98046 -0.78975 2.63920 0.032 -0.409 -0.326
O 5.19059 -3.32600 1.01130 -0.540 -0.742 -1.239
H 6.44349 -2.99821 2.50653 0.870 0.507 0.137
H 7.03175 -2.72550 0.76171 0.534 0.104 0.526
H 5.33352 -0.84826 0.63188 0.551 0.309 -0.310
H 6.77362 -0.53753 1.82520 0.139 0.487 -0.893
H 4.15541 -0.59463 2.18884 -0.784 0.148 0.761
H 4.39268 -3.22618 1.53569 -0.309 -0.042 0.712
C -4.82823 -0.96861 0.31456 1.343 -2.141 0.055
C -5.43933 -1.60414 -0.93151 0.602 -0.633 0.244
O -4.89007 -2.94478 -1.20365 -0.703 2.487 1.923
O -5.61950 0.04504 0.75410 -1.422 1.340 -0.354
H -3.80360 -0.67396 0.08783 0.342 0.431 -0.269
H -4.68416 -1.71353 1.09715 -0.235 -0.471 0.123
H -5.19315 -0.90132 -1.72745 -0.218 -0.182 -0.537
H -6.51882 -1.63644 -0.78400 -0.067 -0.170 -0.146
H -4.96996 -3.09472 -2.14849 -0.629 -0.138 -0.962
H -5.22720 0.53685 1.47923 0.241 0.240 0.472
C 1.22991 -5.30573 2.58008 0.342 1.535 0.537
C 1.72660 -3.97562 3.19286 -1.264 0.828 -1.085
O 2.67765 -3.41353 2.31218 1.513 -0.090 -0.038
O 2.14045 -6.29297 2.96057 -0.243 -1.474 0.182
H 1.19167 -5.21641 1.49442 0.218 0.344 -0.256
H 0.18270 -5.49454 2.81633 0.257 -0.593 0.763
H 2.16540 -3.99655 4.19042 0.056 -0.752 -0.135
H 0.93009 -3.23546 3.26921 -0.488 -0.140 0.092
H 2.26364 -2.88954 1.62253 -0.488 0.248 -0.068
H 2.98718 -6.11377 2.54519 0.038 0.191 -0.059
C 2.13563 -1.74198 6.18888 -0.582 0.540 -0.091
C 1.88531 -0.53196 5.23115 -0.857 -0.255 -0.138
C 0.51166 0.20625 5.42085 0.410 -1.524 0.748
O -0.60738 -0.68679 5.43288 0.674 0.022 -0.219
C -1.06101 -1.06928 4.15646 -0.505 0.097 0.393
N 2.97231 0.42362 5.40805 0.259 -0.341 0.669
H 1.28471 -2.39126 6.39501 -0.394 0.293 -0.363
H 2.42703 -1.35681 7.16603 0.247 0.086 0.022
H 2.90539 -2.41773 5.81614 0.308 0.336 -0.101
H 1.96653 -0.86566 4.19667 -0.522 -0.527 -0.211
H 0.39315 0.97457 4.65681 0.003 0.225 -0.075
H 0.47634 0.62591 6.42620 0.304 0.379 -0.130
H -0.28609 -1.34664 3.44184 0.256 -0.087 0.179
H -1.63225 -0.24004 3.73918 -0.176 0.055 -0.320
H -1.73894 -1.90714 4.31916 0.005 -0.018 -0.224
H 3.75196 -0.20536 5.53700 0.758 0.362 0.222
H 3.17388 0.92662 4.55572 -0.199 0.247 -0.178
C -3.09116 2.03894 -5.47230 1.343 0.524 1.708
C -4.30790 1.61382 -4.65208 -0.848 1.139 -0.580
C -4.77137 2.52447 -3.42831 0.715 0.864 -1.474
O -3.65699 2.97856 -2.63024 -2.138 -1.324 -0.034
C -3.17153 1.94279 -1.78267 1.084 0.520 -0.558
N -5.39279 1.52795 -5.64170 -0.042 0.110 0.717
H -2.35540 2.24156 -4.69403 0.553 0.029 -0.002
H -3.07769 2.95938 -6.05601 -0.878 -0.042 -0.025
H -2.64475 1.24786 -6.07479 -0.428 -0.248 -0.075
H -4.01993 0.67746 -4.17417 -0.185 -0.525 -0.151
H -5.60626 2.05367 -2.90927 0.491 -0.806 0.735
H -5.29990 3.42781 -3.73282 0.506 0.287 -0.705
H -2.26169 2.44752 -1.45779 0.319 -0.851 0.553
H -2.97658 1.03584 -2.35499 0.518 -0.054 -0.225
H -3.75723 1.56964 -0.94254 -0.674 0.769 0.083
H -5.17293 0.80652 -6.31347 -0.252 -0.208 0.016
H -6.30700 1.39597 -5.23314 -0.081 -0.339 -0.032
C -1.29615 6.47634 -2.29300 1.054 0.742 -0.851
C -2.03532 7.04121 -1.10691 -0.009 -0.563 1.860
C -3.10449 6.04009 -0.63244 -0.008 0.146 -1.681
O -3.85974 6.43049 0.47265 -0.344 -0.093 0.848
C -4.76250 7.47688 0.22459 -0.066 0.871 -0.160
N -1.03269 7.24855 -0.03879 -0.016 -0.156 0.210
H -1.80980 6.34790 -3.24577 -0.599 -0.325 0.346
H -0.71330 5.59299 -2.03206 -0.532 -0.410 0.140
H -0.49062 7.15450 -2.57462 0.061 0.437 0.189
H -2.49355 8.02095 -1.24186 -0.022 -0.069 -0.672
H -2.62478 5.07854 -0.44967 0.079 0.008 0.467
H -3.77108 5.85285 -1.47428 -0.339 -0.088 -0.295
H -5.20022 7.82553 1.15997 0.345 -0.109 0.138
H -5.61568 7.28479 -0.42601 -0.050 -0.940 -0.233
H -4.27394 8.31210 -0.27722 0.204 0.261 0.270
H -1.43852 7.22490 0.88580 -1.031 0.913 0.184
H -0.52895 6.38411 0.09933 0.653 -0.115 -1.003
C -3.01324 -2.23409 -4.09630 -0.180 2.032 -0.467
C -4.43735 -2.41772 -4.56423 -0.133 -0.958 -1.464
C -4.48918 -2.74721 -6.13001 0.861 1.346 0.906
O -4.12424 -1.58102 -6.87927 -0.283 0.620 3.039
C -4.34178 -1.63178 -8.22887 0.135 -0.349 -0.461
N -4.95922 -3.55396 -3.79283 -0.149 -0.143 -1.299
H -2.37544 -3.07044 -4.38236 -0.071 -0.055 0.327
H -2.97783 -1.96227 -3.04133 0.066 -0.670 0.219
H -2.64978 -1.32061 -4.56701 0.379 -0.025 -0.362
H -5.12241 -1.58317 -4.41485 0.384 0.375 0.159
H -5.48154 -3.07745 -6.43705 -0.178 -0.175 0.060
H -3.72867 -3.50638 -6.31272 -0.098 -0.497 -0.167
H -4.15568 -0.64042 -8.64199 0.265 -0.120 -0.082
H -5.38446 -1.87090 -8.43803 -0.080 -0.402 -0.361
H -3.61656 -2.37681 -8.55611 -0.302 -0.101 -1.243
H -5.60446 -4.01214 -4.42039 -0.687 -0.352 0.378
H -4.19015 -4.20433 -3.71780 0.284 -0.402 0.260
C 0.25254 -0.78837 -3.42712 -1.492 -0.151 0.248
C 0.39520 -0.21501 -4.82773 -0.962 -0.175 1.269
C 0.48766 1.27042 -4.74506 0.545 1.477 -0.038
O 0.45213 1.86124 -6.02111 -0.323 0.413 -0.925
C 0.51095 3.29433 -5.96566 1.106 -0.416 -0.737
N 1.54715 -0.83440 -5.40783 1.404 -0.211 -1.595
H 1.10062 -0.61419 -2.76490 0.076 0.317 -0.183
H 0.02781 -1.85437 -3.39211 0.317 -0.259 -0.429
H -0.66398 -0.37772 -3.00352 0.109 0.315 0.431
H -0.45863 -0.39405 -5.48119 -0.470 -0.287 0.284
H 1.40987 1.59552 -4.26349 0.287 -0.279 0.344
H -0.33233 1.74938 -4.20999 -0.185 -0.626 0.634
H 0.09650 3.73522 -6.87226 -0.787 -0.325 0.222
H 1.55176 3.59422 -6.08766 0.405 0.031 0.567
H 0.12529 3.72519 -5.04168 -0.328 -0.123 -0.086
H 1.81880 -0.24481 -6.18158 0.429 0.402 -0.333
H 1.23420 -1.65407 -5.90813 -0.302 -0.449 0.008
C -3.12898 2.75800 1.58170 1.387 -0.304 1.099
C -3.52177 2.50640 3.07881 -1.589 0.917 -0.088
C -3.50614 3.70058 4.08378 2.655 -0.639 -0.878
O -3.92040 3.36737 5.39668 -0.580 -1.444 -2.135
C -4.58178 4.41809 5.97097 -0.098 -0.129 2.311
N -4.90740 2.00246 2.91881 -0.200 -0.330 -0.120
H -2.15579 3.24011 1.48918 0.087 0.191 0.091
H -3.81642 3.29288 0.92638 -0.347 0.148 0.524
H -2.97941 1.76399 1.16019 -0.127 -0.066 -0.103
H -2.88090 1.74146 3.51729 -0.066 -0.211 -0.177
H -3.88809 4.61852 3.63701 -0.808 -0.033 0.262
H -2.44847 3.90262 4.25294 0.488 0.377 -0.508
H -3.84135 5.16948 6.24535 -0.353 0.946 -0.581
H -4.84978 4.02965 6.95352 -0.580 0.102 0.111
H -5.48598 4.70509 5.43418 0.191 0.520 -0.078
H -5.49815 2.09341 3.73296 0.315 -0.131 0.685
H -5.33261 2.65826 2.27911 -0.296 -0.059 -0.366
C 4.69480 -4.88198 -2.26136 -0.676 -0.749 -0.262
C 3.31761 -4.21727 -2.03513 0.876 -1.607 -1.330
C 2.42478 -5.13367 -1.20339 -0.661 0.100 -0.179
O 1.98987 -6.28061 -1.97028 0.927 -0.933 1.008
C 1.60693 -7.39757 -1.10194 -0.435 1.200 -0.466
N 3.59005 -2.91038 -1.55809 -0.598 0.774 0.609
H 4.57679 -5.91020 -2.60329 -0.028 -0.013 -0.164
H 5.22389 -4.94657 -1.31058 -0.048 0.218 0.149
H 5.34851 -4.36347 -2.96272 -0.103 0.221 -0.068
H 2.74073 -4.04946 -2.94460 0.067 -0.556 -0.710
H 1.49280 -4.62817 -0.95042 0.046 0.465 0.318
H 2.96946 -5.32424 -0.27867 -0.025 -0.713 0.197
H 0.81765 -7.02719 -0.44775 0.074 -0.020 0.448
H 2.43097 -7.81326 -0.52205 0.169 0.258 -0.022
H 1.13391 -8.20379 -1.66262 0.323 0.242 -0.511
H 2.77908 -2.66246 -1.00951 -0.208 0.940 0.069
H 4.33910 -2.94096 -0.88126 0.355 0.047 0.292
C -1.13379 -3.69242 -0.49348 -0.081 -1.303 -0.244
C -2.13478 -4.88132 -0.49374 -1.227 0.853 0.347
C -3.04542 -4.79190 0.77713 0.824 -0.078 -0.928
O -2.30755 -5.17121 1.92093 -0.324 -0.321 0.867
C -2.31900 -6.54405 2.26996 0.351 -0.451 -0.389
N -2.99523 -4.85269 -1.70855 1.373 0.063 0.111
H -0.36782 -3.86454 0.26268 -0.079 0.134 0.166
H -1.61393 -2.73475 -0.29243 -0.129 -0.029 -0.111
H -0.62998 -3.68526 -1.46003 0.010 0.251 -0.091
H -1.63544 -5.84860 -0.43778 0.313 0.064 -0.157
H -3.95665 -5.35288 0.56960 -0.018 -0.637 0.433
H -3.40826 -3.77344 0.91571 0.297 0.145 0.122
H -3.29720 -7.02088 2.20776 -0.299 0.291 0.039
H -1.90280 -6.73644 3.25883 -0.272 0.712 0.272
H -1.65135 -7.14789 1.65538 0.110 0.048 -0.633
H -3.63088 -4.08162 -1.56190 -0.068 -0.238 0.022
H -3.50993 -5.71448 -1.82038 -0.141 -0.047 0.265
C 1.42660 3.39835 -2.02112 -1.481 0.094 -0.971
C 2.06714 4.74373 -1.75904 -0.385 -0.423 0.090
C 2.09113 5.05172 -0.17053 1.404 0.795 -1.849
O 0.86477 5.38401 0.46924 0.222 -0.969 0.584
C 0.95474 5.58038 1.90946 1.258 -0.889 -0.269
N 3.43083 4.69236 -2.28137 0.905 0.501 2.251
H 1.80795 2.50996 -1.51770 0.227 0.371 0.394
H 1.50656 3.18024 -3.08608 0.201 0.088 -0.070
H 0.34810 3.45995 -1.87573 -0.266 -0.223 0.435
H 1.59335 5.53601 -2.33863 -0.641 0.020 0.439
H 2.80593 5.87426 -0.14597 -0.107 0.506 0.414
H 2.65848 4.22892 0.26443 -0.480 -0.470 0.501
H 0.05207 5.37157 2.48364 -0.616 0.313 -0.866
H 1.36286 6.55298 2.18437 -0.171 0.211 -0.314
H 1.62622 4.83335 2.33274 0.410 -0.110 -0.147
H 3.66888 4.46697 -3.23670 -1.048 0.067 -0.161
H 3.81644 3.95961 -1.70303 1.061 -0.011 -0.347
```
Forces are in eV/Å.

Calculated values
Gap between HOMO and LUMO: 7.390 eV
LUMO: -0.7 eV
HOMO energy: -8.062 eV
Total energy: -142351.3722 eV